{"formula": "C11H17BN6Ti", "method": "wB97M-V/def2-TZVPD", "e_homo_ev": [-6.209, -8.496], "multiplicity": 3, "e_lumo_ev": [0.22, -0.08], "energy_ha": -1632.1403, "symbols": ["H", "N", "B", "N", "C", "Ti", "H", "C", "H", "C", "H", "C", "H", "H", "H", "N", "N", "N", "N", "C", "C", "H", "H", "C", "C", "C", "C", "H", "H", "H", "H", "H", "C", "H", "H", "H"], "positions_angstrom": [[2.071793, 3.616538, -0.176274], [1.306380, 1.898930, -1.245679], [0.158834, 0.368181, -2.993171], [0.602334, 1.756171, -2.410825], [0.607744, 2.943133, -3.053832], [2.769516, 0.905330, -0.524239], [0.262655, 3.004313, -4.076765], [1.214497, 3.903704, -2.243930], [1.367075, 4.941724, -2.487762], [1.659439, 3.236960, -1.100547], [0.230749, 0.485697, -4.204791], [-2.279655, -2.269582, 2.293922], [-1.434251, -2.746080, 2.808517], [-1.915655, -1.386943, 1.750637], [-2.694687, -2.979828, 1.566240], [-1.372422, -0.071487, -2.791312], [1.261932, -0.669184, -2.597533], [-1.956041, -0.432031, -1.581651], [2.018743, -0.605276, -1.455806], [-2.315057, -0.162386, -3.777359], [1.788088, -1.617583, -3.399425], [-2.051912, 0.055403, -4.806896], [1.455715, -1.700645, -4.425082], [-3.534384, -0.558836, -3.210864], [2.821107, -2.266816, -2.727530], [-3.244949, -0.709678, -1.824169], [2.958947, -1.626803, -1.494527], [-4.474047, -0.713651, -3.713366], [3.434346, -3.064316, -3.112604], [-3.945081, -1.005612, -1.042175], [3.566283, -1.864280, -0.634485], [-3.003597, -1.998684, 2.978949], [2.367967, 0.647867, 1.368007], [1.706655, 1.457918, 1.704619], [3.351943, 0.709281, 1.882874], [1.920497, -0.345246, 1.501935]], "atomic_forces_ev_per_a": [[0.119, -0.133, -0.129], [-1.832, 2.769, -0.624], [-0.977, -0.159, -0.890], [0.921, 0.667, 0.391], [0.083, -0.218, 0.592], [2.445, 0.537, 0.312], [-0.262, 0.092, 0.258], [0.171, 0.068, -0.264], [-0.093, -0.013, -0.003], [-1.421, -1.636, -1.521], [0.021, -0.004, 0.269], [1.781, -0.651, -1.706], [-0.247, 0.144, -0.133], [-0.119, -0.261, 0.155], [0.107, 0.205, 0.213], [-0.265, -0.376, 1.099], [1.199, -0.244, 0.287], [0.058, 0.297, -0.424], [-0.197, -3.114, -1.046], [-0.455, -0.142, 0.545], [-0.041, 0.227, 0.574], [-0.104, -0.026, 0.226], [-0.177, -0.249, 0.242], [1.293, 0.304, 0.127], [0.242, -0.048, -0.131], [1.010, 0.389, -1.069], [-2.075, 1.060, -1.381], [0.048, 0.007, -0.041], [-0.096, -0.037, -0.001], [0.515, 0.110, -0.119], [0.068, 0.169, -0.077], [-1.517, 0.574, 1.440], [0.160, -0.195, 2.074], [0.062, -0.359, 0.240], [-0.388, -0.063, 0.197], [-0.034, 0.307, 0.318]]}

***

{"formula": "C51H42Cl4F3N8RbSb2Se5Si", "method": "wB97M-V/def2-TZVPD", "e_homo_ev": -1.383, "total_charge": -2, "e_lumo_ev": 2.40, "energy_ha": -17348.5041, "symbols": ["Rb", "Se", "N", "C", "C", "C", "C", "C", "N", "C", "C", "N", "C", "C", "C", "C", "C", "N", "H", "H", "H", "H", "H", "H", "Cl", "Cl", "C", "Cl", "Cl", "C", "N", "Se", "Sb", "Se", "Se", "Se", "F", "C", "C", "C", "C", "C", "C", "Sb", "C", "C", "C", "C", "F", "C", "C", "C", "C", "C", "C", "F", "C", "C", "H", "H", "H", "H", "H", "H", "H", "H", "H", "H", "H", "H", "C", "C", "C", "C", "C", "C", "Si", "C", "C", "C", "C", "C", "C", "H", "H", "H", "H", "H", "H", "H", "H", "H", "H", "H", "C", "C", "N", "C", "N", "C", "C", "C", "N", "C", "H", "H", "H", "H", "H", "H", "H", "H", "H", "H", "H", "H", "H"], "positions_angstrom": [[0.170742, -1.633160, 0.336681], [3.498243, -0.513310, 8.087263], [2.219122, 0.323921, 7.177310], [2.131051, -0.268589, 6.010233], [1.180369, 0.112365, 4.991180], [0.196913, 1.078417, 5.214664], [-0.722979, 1.337052, 4.227465], [-0.605681, 0.643969, 3.022380], [0.340433, -0.236440, 2.774927], [1.216909, -0.538554, 3.742555], [2.168340, -1.628471, 3.498123], [2.154761, -2.212001, 2.292282], [2.889007, -3.290027, 2.097665], [3.687247, -3.870869, 3.087723], [3.766956, -3.243475, 4.305970], [3.007739, -2.086570, 4.528585], [3.033648, -1.370740, 5.784357], [3.848260, -1.660707, 6.770801], [0.168765, 1.585549, 6.170122], [-1.524047, 2.048692, 4.375566], [-1.329755, 0.800174, 2.226507], [2.839701, -3.757648, 1.114895], [4.205999, -4.794909, 2.874004], [4.384803, -3.630058, 5.105857], [-2.273713, -0.455801, -1.676921], [-1.877906, -6.040535, 2.169499], [-1.870165, -4.319931, 2.484272], [-3.288140, -3.933043, 3.519903], [-0.389485, -3.897392, 3.387821], [-1.891797, -3.400513, 1.279538], [-2.215006, -2.256966, 1.136565], [0.668400, -6.420613, -3.391341], [0.502796, -6.459758, -0.921151], [-0.460560, -8.565181, -0.079693], [2.769832, -5.957844, -0.051715], [-1.053049, -4.375061, -0.445624], [-4.094566, 5.998831, -3.130313], [-3.288748, 5.093992, -2.523765], [-2.968136, 3.929250, -3.188860], [-2.143207, 3.012898, -2.558583], [-1.616183, 3.256571, -1.291243], [-1.964692, 4.443838, -0.656772], [-2.808086, 5.367544, -1.262611], [-0.089358, 1.861208, -0.554795], [0.991884, 2.314611, -2.370678], [1.503282, 1.277374, -3.145330], [2.237737, 1.537047, -4.296186], [2.438209, 2.851607, -4.659468], [3.162430, 3.131842, -5.767626], [1.912258, 3.905918, -3.936649], [1.182340, 3.628127, -2.791029], [0.803253, 3.438425, 0.654000], [0.147764, 3.761220, 1.840760], [0.646262, 4.722966, 2.707635], [1.824913, 5.356762, 2.373563], [2.323163, 6.299574, 3.207117], [2.517282, 5.054943, 1.219143], [1.998238, 4.088772, 0.366930], [-3.365524, 3.749983, -4.177399], [-1.888153, 2.099533, -3.080283], [-1.568486, 4.674609, 0.322443], [-3.072263, 6.297324, -0.774977], [1.341902, 0.250992, -2.841213], [2.645608, 0.734432, -4.896467], [2.076876, 4.919257, -4.279809], [0.747735, 4.446989, -2.229069], [-0.773640, 3.250796, 2.096952], [0.139118, 4.975757, 3.629813], [3.444628, 5.567011, 0.997732], [2.545959, 3.844093, -0.534433], [-5.620953, -4.617442, 0.167643], [-4.687382, -4.407252, -0.835670], [-4.260329, -3.120276, -1.123084], [-4.752306, -2.029269, -0.409056], [-5.704085, -2.256802, 0.586373], [-6.137483, -3.539854, 0.874165], [-4.048710, -0.319721, -0.641778], [-5.154211, 0.844560, -1.639463], [-5.770155, 1.936613, -1.030072], [-6.537042, 2.831248, -1.763031], [-6.714233, 2.641425, -3.124710], [-6.128971, 1.545188, -3.744337], [-5.351546, 0.664257, -3.009843], [-5.929689, -5.626365, 0.411198], [-4.252014, -5.241169, -1.369945], [-3.494973, -2.989162, -1.877168], [-6.085790, -1.419184, 1.163269], [-6.857023, -3.700322, 1.668103], [-3.753667, 0.382385, 0.620819], [-5.653176, 2.095032, 0.037124], [-6.989572, 3.683626, -1.270503], [-7.291514, 3.352130, -3.702937], [-6.275446, 1.386252, -4.806232], [-4.894148, -0.187097, -3.503079], [4.624236, -3.356198, -2.289970], [3.193893, -3.268673, -2.775330], [2.514079, -2.169296, -2.095158], [3.147856, -1.144038, -1.455243], [2.424721, -0.337858, -0.736738], [3.065969, 0.762564, -0.050889], [4.552012, 0.546821, 0.187518], [5.167350, 0.172331, -1.151178], [4.493521, -0.997794, -1.672546], [5.262020, -1.981948, -2.420078], [5.181542, -4.091748, -2.869156], [4.629688, -3.676809, -1.245393], [2.664113, -4.202485, -2.576196], [3.171393, -3.097193, -3.857664], [1.602167, -2.378163, -1.722766], [2.551235, 0.918937, 0.905605], [2.939397, 1.686369, -0.635561], [4.693509, -0.275696, 0.893407], [5.017986, 1.446848, 0.595028], [6.228987, -0.060224, -1.048363], [5.079773, 1.017775, -1.849134], [6.281630, -1.985317, -2.024941], [5.319792, -1.693080, -3.479841]], "atomic_forces_ev_per_a": [[0.667, 0.349, -0.347], [0.077, -0.008, 0.123], [-0.121, -0.032, -0.296], [0.153, 0.178, 0.596], [-0.317, 0.020, -0.577], [0.090, -0.059, 0.038], [0.002, -0.047, -0.010], [-0.131, 0.080, 0.101], [0.193, -0.033, 0.263], [-0.291, 0.525, 0.406], [0.507, -0.514, 0.138], [0.034, 0.347, 0.355], [0.149, -0.023, -0.284], [-0.016, 0.114, 0.149], [0.012, 0.006, -0.010], [-0.219, -0.094, -0.532], [0.291, -0.114, 0.374], [-0.130, 0.012, -0.197], [-0.018, -0.010, 0.013], [-0.008, 0.003, -0.013], [0.001, -0.020, -0.007], [-0.052, -0.024, 0.071], [-0.008, -0.002, -0.046], [0.008, 0.020, 0.018], [0.098, -0.083, -0.591], [0.068, 0.096, -0.133], [-0.386, -0.150, 0.564], [-0.037, 0.070, 0.100], [0.222, -0.041, 0.233], [-0.185, -0.386, -0.491], [-0.810, -0.127, 0.516], [-0.172, 0.284, 0.424], [0.187, -0.520, -0.321], [0.056, 0.485, 0.023], [-0.185, -0.035, 0.018], [0.097, -0.423, -0.674], [-0.022, 0.019, -0.016], [0.051, -0.059, 0.069], [-0.155, -0.002, -0.045], [0.017, -0.049, 0.046], [0.111, -0.119, 0.158], [-0.029, -0.146, 0.013], [-0.058, 0.136, -0.001], [-0.081, 1.071, -0.324], [0.020, -0.226, 0.236], [-0.046, -0.032, 0.035], [0.021, -0.009, -0.099], [-0.091, -0.012, 0.129], [0.028, -0.024, -0.054], [0.050, 0.081, -0.073], [0.009, -0.023, -0.055], [-0.047, -0.331, -0.083], [0.111, -0.014, -0.078], [-0.038, 0.070, 0.111], [-0.023, -0.081, -0.071], [0.004, 0.028, 0.038], [0.028, 0.027, 0.005], [0.014, 0.037, 0.010], [-0.040, -0.041, -0.044], [-0.012, -0.030, -0.060], [0.009, 0.063, 0.002], [-0.021, -0.012, 0.002], [0.068, 0.011, -0.046], [-0.005, 0.005, -0.015], [-0.010, 0.005, 0.019], [0.018, 0.019, 0.004], [-0.010, 0.053, 0.061], [0.016, 0.005, 0.005], [0.002, 0.001, 0.015], [-0.002, 0.037, -0.012], [0.003, -0.048, -0.050], [-0.048, -0.041, -0.001], [-0.034, 0.074, -0.082], [0.089, 0.128, -0.128], [0.000, 0.183, -0.017], [-0.043, 0.041, 0.027], [-0.370, -0.248, 0.271], [0.198, -0.091, 0.082], [0.039, -0.049, 0.082], [-0.063, 0.090, -0.007], [0.063, 0.024, 0.051], [0.004, 0.032, -0.103], [-0.020, -0.135, 0.028], [0.002, -0.001, 0.015], [0.018, -0.016, 0.033], [0.046, 0.016, 0.037], [-0.015, -0.045, 0.052], [0.012, -0.015, 0.003], [-0.083, 0.021, 0.083], [0.082, 0.027, -0.016], [-0.002, -0.001, -0.004], [-0.040, -0.022, 0.000], [0.031, -0.016, 0.008], [0.013, 0.034, -0.042], [0.012, 0.222, -0.005], [0.082, -0.160, -0.094], [0.074, -0.035, 0.061], [-0.072, 0.249, 0.024], [0.246, 0.114, -0.070], [0.064, -0.162, 0.081], [-0.070, 0.019, -0.095], [-0.074, 0.064, 0.076], [0.098, -0.255, 0.003], [-0.046, -0.095, -0.064], [-0.032, -0.020, -0.035], [-0.026, -0.051, -0.008], [-0.059, 0.057, 0.017], [0.005, -0.028, 0.011], [0.032, -0.156, -0.190], [0.018, 0.027, -0.004], [0.033, 0.007, 0.042], [0.037, 0.006, 0.018], [0.015, -0.001, 0.005], [-0.010, -0.045, -0.021], [0.038, 0.002, 0.019], [-0.020, 0.029, 0.024], [0.053, -0.031, 0.010]]}